Entry 1:
Below is a 4-piece molecular cluster, C3H16NO3S overall, with properties calculated with ωB97M-V/def2-TZVPD.

```
24
Properties=species:S:1:pos:R:3:forces:R:3
C -1.643 0.840 0.991 0.4 -1.1 1.7
C -0.281 0.190 0.642 3.9 1.1 0.7
C 0.461 -0.471 1.826 -0.5 -0.8 2.6
S 2.319 -0.721 1.627 -0.6 0.2 -0.2
N -0.374 -0.937 -0.294 -3.8 -1.5 -1.8
H -1.601 1.549 1.893 0.2 -1.3 -1.4
H -2.334 0.001 1.208 0.2 0.4 0.5
H -2.157 1.333 0.209 0.1 0.8 -1.2
H 0.555 0.906 0.190 -2.3 -1.0 0.6
H 0.245 0.105 2.726 0.5 0.4 -0.1
H 0.000 -1.473 2.167 0.6 1.2 -1.1
H 2.883 -0.547 2.869 -1.0 0.0 -0.5
H -1.271 -0.778 -0.840 2.0 0.2 -0.6
H 0.408 -1.308 -0.838 0.5 1.0 -0.6
H -0.648 -1.848 0.059 0.0 -0.1 1.7
H -0.499 0.294 -3.189 0.0 0.0 1.3
H -1.647 1.061 -2.654 1.1 -0.6 1.0
O -0.862 0.546 -2.297 -1.4 0.9 -3.0
H 1.962 -3.493 -0.589 -0.2 1.1 -1.0
H 2.412 -2.104 -1.078 1.2 0.7 0.2
O 1.776 -2.775 -1.254 -1.1 -1.5 0.8
H 0.090 3.010 -1.933 -1.2 0.5 -1.3
H -0.180 3.578 -0.389 1.1 -1.1 -2.5
O 0.385 3.042 -1.051 0.1 0.8 3.9
```
Positions in Å, forces in eV/Å.

Net charge ... +1
Gap between HOMO and LUMO ... 9.77 eV
HOMO energy ... -12.81 eV
Relative energy (zero: lowest compared OMol25 entry of this formula, charge and spin) ... 212.28 kJ/mol

Mulliken atomic charge list, values in e, 4 entries: -1.43 0.40 -0.80 -0.24


Entry 2:
Below is a 5-piece molecular cluster, C3H16NO4 overall, with properties calculated with ωB97M-V/def2-TZVPD.

```
24
Properties=species:S:1:pos:R:3:forces:R:3
C -1.478 4.081 1.154 0.1 0.3 -0.3
C -0.210 3.275 1.177 0.8 -1.4 -1.2
C 0.346 0.873 1.479 -0.4 -0.3 -0.2
N -0.512 1.816 1.392 -0.1 0.1 1.1
H -2.059 3.685 0.317 -0.5 -0.1 0.5
H -1.985 4.093 2.119 -0.2 -0.1 -0.2
H -1.306 5.115 0.850 0.3 0.0 0.3
H 0.230 3.258 0.173 0.1 0.5 0.2
H 0.587 3.441 1.896 -0.3 0.8 0.1
H 0.056 -0.065 1.914 -0.1 -0.1 0.0
H 1.382 0.957 1.173 -0.1 0.5 0.1
H -1.460 1.591 1.690 0.1 0.1 0.0
H 2.429 -3.609 -2.738 0.2 -0.2 -1.0
H 1.672 -5.026 -3.012 0.5 0.7 -0.2
O 1.914 -4.328 -2.388 -0.6 -0.4 1.2
H -2.615 -3.818 -0.857 -0.1 -0.1 0.2
H -2.145 -3.847 -2.291 0.0 0.4 0.2
O -2.278 -3.241 -1.544 0.2 -0.2 -0.4
H 0.521 -1.073 -0.550 0.8 -0.7 -0.3
H -1.020 -0.829 -0.645 0.6 0.0 0.1
O -0.171 -0.460 -0.338 -1.3 0.6 -0.1
H 3.325 -1.513 -0.279 0.4 0.4 0.0
H 2.382 -2.655 -0.459 -0.3 -0.3 0.0
O 2.394 -1.720 -0.233 -0.3 -0.2 -0.1
```
Positions in Å, forces in eV/Å.

Net charge ... +1
Gap between HOMO and LUMO ... 10.43 eV
HOMO energy ... -14.13 eV
Relative energy (zero: lowest compared OMol25 entry of this formula, charge and spin) ... 137.22 kJ/mol

Mulliken atomic charge list, values in e, 4 entries: -1.23 -0.31 -0.23 -0.01


Entry 3:
Below is a 4-piece molecular cluster, C3H16NO4 overall, with properties calculated with ωB97M-V/def2-TZVPD.

```
24
Properties=species:S:1:pos:R:3:forces:R:3
O 0.068 -0.129 2.481 -3.4 0.5 -2.9
C -0.394 1.213 2.158 0.4 -1.8 -4.3
C -1.411 0.947 1.011 0.9 1.0 -1.2
N -0.685 0.271 -0.209 -1.9 -0.7 2.0
C -1.562 0.197 -1.445 0.1 0.3 -0.2
H 0.649 0.082 3.130 3.7 0.1 4.1
H -0.921 1.711 2.915 -0.3 0.8 1.9
H 0.564 1.705 1.824 -0.8 0.3 0.5
H -1.905 1.836 0.514 0.5 -0.8 1.3
H -2.140 0.286 1.509 0.0 -0.1 -1.0
H -0.336 -0.672 0.137 -0.5 1.0 -1.2
H 0.109 0.786 -0.512 1.1 0.9 0.1
H -1.649 1.207 -1.974 -0.2 -1.2 1.3
H -2.486 -0.322 -1.152 0.2 0.5 -0.4
H -0.977 -0.399 -2.123 -0.1 -0.5 -0.4
H 0.570 3.714 -3.212 0.4 2.3 -1.9
H 1.055 3.052 -1.965 -1.7 -0.2 -2.0
O 0.348 2.982 -2.706 1.3 -2.2 4.0
H 1.107 -2.901 -0.341 -0.9 0.6 1.5
H 0.256 -2.515 1.102 0.2 -1.0 0.4
O 0.442 -2.264 0.196 1.2 -0.2 -1.6
H 3.346 -4.370 -0.547 -2.1 1.9 -0.6
H 3.235 -2.867 -0.093 -1.3 -1.8 -1.9
O 2.719 -3.549 -0.696 3.1 0.3 2.6
```
Positions in Å, forces in eV/Å.

Net charge ... +2
Gap between HOMO and LUMO (spin up / spin down) ... 10.63 / 2.63 eV
2S+1 ... 2
HOMO energy (spin up / spin down) ... -17.46 / -17.46 eV
Relative energy (zero: lowest compared OMol25 entry of this formula, charge and spin) ... 287.73 kJ/mol
<S²> ... 0.76

Mulliken atomic charge list, values in e, 4 entries: -0.20 -0.38 -0.49 -0.10


Entry 4:
Below is a 5-piece molecular cluster, C3H16O5 overall, with properties calculated with ωB97M-V/def2-TZVPD.

```
24
Properties=species:S:1:pos:R:3:forces:R:3
C -2.665 -0.695 0.869 0.8 -0.2 0.1
O -2.833 -0.705 -0.530 -0.7 -0.3 -0.3
H -2.672 0.321 1.269 0.0 0.0 0.2
H -3.428 -1.285 1.376 -0.4 0.2 -0.4
H -1.730 -1.202 1.140 0.1 0.3 0.1
H -2.279 -0.042 -0.953 0.3 0.0 0.2
C -0.162 1.495 -2.781 0.3 0.1 -0.5
O -0.481 0.859 -1.558 0.1 0.1 0.0
H -1.040 1.967 -3.217 -0.2 -0.1 0.3
H 0.599 2.272 -2.655 0.0 0.0 0.1
H 0.208 0.788 -3.532 0.0 -0.1 0.1
H 0.339 0.467 -1.224 -0.2 -0.1 0.2
C 2.395 -0.911 -1.363 1.0 1.0 0.2
O 1.932 -0.196 -0.198 -0.2 -0.3 -0.4
H 1.745 -1.754 -1.558 -0.1 0.0 0.1
H 2.441 -0.206 -2.202 -0.4 -0.3 -0.2
H 3.438 -1.207 -1.217 -0.2 -0.4 0.1
H 2.431 0.625 -0.128 0.1 0.0 0.0
O -0.170 -0.551 4.715 0.0 0.3 -0.3
H 0.610 -1.113 4.726 0.0 0.0 0.0
H -0.085 -0.021 3.896 0.0 -0.4 0.4
O 0.396 0.395 2.095 0.2 0.1 -0.1
H 1.045 -0.175 1.655 -0.3 0.1 0.0
H -0.034 0.872 1.376 0.0 -0.1 0.1
```
Positions in Å, forces in eV/Å.

Gap between HOMO and LUMO ... 9.85 eV
Structure (SMILES) ... CO.CO.CO.O.O
HOMO energy ... -9.70 eV
Relative energy (zero: lowest compared OMol25 entry of this formula, charge and spin) ... 163.79 kJ/mol

Mulliken atomic charge list, values in e, 4 entries: -0.52 -0.52 0.22 0.29


Entry 5:
Below is a 6-piece molecular cluster, C3H17N2O6S overall, with properties calculated with ωB97M-V/def2-TZVPD.

```
29
Properties=species:S:1:pos:R:3:forces:R:3
C -1.844 -0.418 -0.730 0.9 1.7 -1.9
C -1.485 -1.397 0.360 -1.4 1.1 1.4
S -2.004 -0.660 2.000 0.4 -0.6 -0.7
N -1.215 -0.694 -2.036 -0.3 0.3 3.0
C 0.025 -0.230 -2.402 -0.8 -0.4 -2.5
N 0.798 0.565 -1.565 -0.7 -0.2 0.7
O 0.317 -0.417 -3.577 0.8 0.2 0.2
H -2.883 -0.229 -0.998 -0.4 -0.7 0.8
H -1.513 0.618 -0.513 0.0 -0.6 0.5
H -2.110 -2.294 0.357 0.3 -0.2 -0.3
H -0.424 -1.612 0.370 0.1 -0.2 -0.1
H -1.770 -1.313 -2.592 0.7 -0.1 -0.9
H 1.071 0.159 -0.663 -0.1 0.1 -0.6
H 1.603 0.889 -2.082 0.0 -0.1 0.0
H -1.686 2.222 -2.927 0.2 0.9 0.2
H -0.890 2.638 -1.724 0.2 0.2 0.0
O -1.409 3.031 -2.437 -0.3 -1.2 -0.3
H 3.579 0.826 1.115 -0.1 0.6 0.6
H 2.857 1.818 2.085 -0.2 -0.1 -0.2
O 3.724 1.501 1.810 0.1 -0.6 -0.5
H 0.119 1.288 1.194 0.1 0.4 0.9
H -0.376 1.427 2.658 -0.5 0.0 0.2
O 0.384 1.568 2.099 0.5 -0.3 -1.2
H 1.510 -0.758 2.933 -0.9 0.1 -0.1
H 0.408 -1.841 2.425 -1.1 0.7 -0.2
O 1.235 -1.678 2.846 2.0 -0.7 0.5
H 2.490 -1.813 -0.312 0.4 -0.8 -0.7
H 2.097 -1.426 1.104 0.0 -0.2 0.5
O 2.187 -1.086 0.207 -0.2 0.8 0.5
```
Positions in Å, forces in eV/Å.

Gap between HOMO and LUMO (spin up / spin down) ... 10.05 / 6.83 eV
2S+1 ... 2
HOMO energy (spin up / spin down) ... -9.97 / -9.91 eV
<S²> ... 0.75

Mulliken atomic charge list, values in e, 4 entries: -0.57 -0.29 -0.09 -0.10


Entry 6:
Below is a 6-piece molecular cluster, C3H17NO4 overall, with properties calculated with ωB97M-V/def2-TZVPD.

```
25
Properties=species:S:1:pos:R:3:forces:R:3
C 2.560 0.089 -1.344 0.0 -0.5 0.2
C 1.174 0.258 -0.740 0.3 0.7 -0.5
C 1.225 0.974 0.624 -0.2 -0.8 0.0
N 0.303 0.935 -1.711 -0.5 -0.1 0.8
H 3.211 -0.446 -0.640 -0.1 0.0 -0.2
H 2.477 -0.476 -2.276 0.1 0.0 0.1
H 3.037 1.041 -1.572 -0.1 0.2 0.0
H 0.701 -0.715 -0.594 0.5 0.1 0.1
H 0.210 1.195 0.947 -0.1 0.3 0.1
H 1.645 0.304 1.386 0.1 0.2 -0.2
H 1.827 1.876 0.564 0.0 0.2 0.0
H 0.374 1.947 -1.618 0.1 -0.1 -0.2
H -0.660 0.703 -1.442 0.2 0.4 -0.6
H -2.355 0.932 0.404 0.3 0.7 -0.1
H -3.293 1.477 -0.780 0.0 -0.1 -0.2
O -2.364 1.290 -0.599 -0.2 -1.1 0.3
H -1.243 -2.231 2.199 0.2 -0.1 0.2
H -1.372 -0.926 -0.268 0.1 0.8 0.3
O -0.673 -1.503 1.922 -0.9 0.3 -0.1
H -0.419 -1.889 0.588 2.2 -2.1 -0.2
H -0.186 -2.795 -0.836 0.3 -0.4 0.0
O 0.260 -2.573 -0.005 -2.4 1.5 -0.3
H -2.993 0.670 2.198 0.1 -0.2 0.0
H -1.315 -0.724 1.820 -0.2 0.8 0.9
O -2.131 0.589 1.773 0.1 -0.5 -0.5
```
Positions in Å, forces in eV/Å.

Gap between HOMO and LUMO ... 4.61 eV
HOMO energy ... -9.29 eV
Relative energy (zero: lowest compared OMol25 entry of this formula, charge and spin) ... 725.95 kJ/mol

Mulliken atomic charge list, values in e, 4 entries: -1.58 1.38 -1.12 -0.46


Entry 7:
Below is a 5-piece molecular cluster, C3H17NO4 overall, with properties calculated with ωB97M-V/def2-TZVPD.

```
25
Properties=species:S:1:pos:R:3:forces:R:3
C 0.240 2.035 -0.962 0.1 1.3 -1.7
C -0.918 1.075 -1.038 -1.2 0.5 -4.3
N -0.441 -0.133 -1.684 -1.5 -0.9 0.3
C -1.478 -1.124 -2.066 0.9 0.7 1.3
H -0.045 2.967 -0.440 -0.1 0.0 -0.9
H 0.549 2.140 -2.097 -0.2 0.4 2.5
H 1.123 1.777 -0.372 -0.1 -0.9 -0.2
H -1.711 1.402 -1.885 1.7 0.3 1.6
H -1.602 1.103 -0.235 -0.3 -0.9 1.9
H 0.261 -0.574 -1.158 1.1 -0.7 0.9
H -1.013 -1.969 -2.523 0.6 -1.1 0.5
H -2.254 -1.399 -1.301 0.7 0.2 -0.6
H -1.894 -0.732 -2.930 -1.8 1.1 -1.4
O 2.458 0.230 1.703 -0.3 1.3 -1.1
H 1.745 0.284 2.393 0.2 0.3 -0.7
H 2.269 1.015 1.097 0.4 -1.5 1.5
O 1.353 -1.768 0.275 3.1 -1.6 -1.1
H 2.139 -2.393 0.008 -2.6 1.6 0.8
H 1.846 -1.016 0.681 0.1 0.1 0.3
O -0.848 -1.449 1.573 1.9 -1.3 0.9
H -1.475 -0.917 1.149 -1.4 1.0 -1.4
H -0.005 -1.525 1.029 -1.3 -0.4 0.2
O 0.046 0.642 2.737 0.1 -0.2 0.5
H -0.048 0.555 3.696 -0.1 0.1 -0.3
H -0.296 -0.225 2.350 0.0 0.5 0.6
```
Positions in Å, forces in eV/Å.

Gap between HOMO and LUMO ... 9.36 eV
Structure (SMILES) ... CCNC.O.O.O.O
HOMO energy ... -8.79 eV
Relative energy (zero: lowest compared OMol25 entry of this formula, charge and spin) ... 121.64 kJ/mol

Mulliken atomic charge list, values in e, 4 entries: -0.84 -0.30 -0.30 -1.06


Entry 8:
Below is a 6-piece molecular cluster, C3H17NO4 overall, with properties calculated with ωB97M-V/def2-TZVPD.

```
25
Properties=species:S:1:pos:R:3:forces:R:3
C -0.253 -2.485 -0.946 -1.4 -1.8 0.0
C 0.238 -1.030 -0.834 -1.2 -1.8 -4.0
C -0.856 0.014 -1.036 2.0 -1.9 0.3
N 1.206 -0.879 -1.899 0.4 0.6 2.5
H 0.454 -3.300 -0.805 0.8 0.5 -0.1
H -0.753 -2.706 -1.899 0.3 0.5 -0.1
H -1.012 -2.768 -0.199 0.1 1.0 0.2
H 0.724 -1.008 0.156 0.1 -0.1 1.4
H -0.141 0.896 -1.065 -1.2 0.7 0.5
H -1.611 -0.264 -0.321 -0.2 1.2 0.3
H -1.256 -0.054 -2.040 0.0 -0.1 -0.3
H 1.572 0.079 -1.594 0.0 1.5 -1.3
H 2.012 -1.508 -1.870 -0.5 -0.4 0.2
H 0.835 2.215 0.398 0.0 -0.1 0.5
H 1.847 2.112 -1.739 0.0 0.1 -0.3
O 1.429 1.611 -1.034 0.4 -0.7 0.4
H -1.529 -0.035 1.644 0.2 0.3 0.1
H 1.555 0.253 2.350 0.1 0.1 0.0
O -1.877 0.864 1.866 -0.5 -0.1 0.1
H 1.532 -0.269 2.874 0.0 0.0 0.0
H -0.881 -2.025 2.344 0.2 -0.4 0.0
O -0.692 -1.401 1.634 0.1 0.8 -0.2
H 0.301 3.528 0.728 -0.3 0.6 0.3
H -1.142 1.492 1.828 0.4 -0.1 -0.1
O 0.457 2.698 1.180 0.2 -0.4 -0.6
```
Positions in Å, forces in eV/Å.

Gap between HOMO and LUMO ... 4.05 eV
HOMO energy ... -9.57 eV
Relative energy (zero: lowest compared OMol25 entry of this formula, charge and spin) ... 955.42 kJ/mol

Mulliken atomic charge list, values in e, 4 entries: -1.50 0.91 -1.27 -0.52


Entry 9:
Below is a 5-piece molecular cluster, C3H17NO4 overall, with properties calculated with ωB97M-V/def2-TZVPD.

```
25
Properties=species:S:1:pos:R:3:forces:R:3
C 1.689 2.227 1.503 1.6 2.6 0.3
C 1.719 1.289 0.395 0.1 -4.6 -1.2
C 2.518 -0.058 0.872 -1.4 0.7 -1.2
N 0.387 0.723 -0.035 -1.6 2.1 -0.3
H 2.687 2.354 1.952 -0.1 -0.3 -0.1
H 1.458 3.236 1.197 -0.3 0.5 -0.4
H 1.032 2.054 2.303 -1.1 -1.0 1.0
H 2.234 1.623 -0.519 -0.2 0.3 0.5
H 1.913 -0.969 0.675 0.0 0.8 0.5
H 3.347 -0.209 0.200 0.9 0.2 0.3
H 2.760 0.036 1.922 0.5 -0.3 0.1
H -0.026 1.234 -0.870 0.9 -0.6 1.3
H -0.302 0.972 0.718 0.8 -0.5 -0.8
O -2.905 0.521 2.255 -0.2 4.8 1.8
H -3.134 -0.154 2.814 -0.8 -2.6 1.6
H -2.653 0.210 1.450 0.9 -2.0 -3.3
O -0.681 -3.378 -0.944 -0.8 -0.8 -0.3
H -1.302 -4.021 -1.405 1.4 1.8 0.3
H -0.368 -2.630 -1.497 -0.8 -1.0 0.1
O -1.053 0.643 -6.507 -0.4 1.3 4.1
H -1.807 1.055 -5.841 3.1 -1.6 -2.5
H -0.201 0.550 -5.912 -2.7 0.4 -1.6
O -2.720 -2.192 1.618 -0.2 0.3 0.8
H -2.363 -2.269 2.515 -0.1 0.0 -0.2
H -2.228 -2.847 1.142 0.5 -0.5 -0.8
```
Positions in Å, forces in eV/Å.

Gap between HOMO and LUMO ... 9.58 eV
Structure (SMILES) ... CC(C)N.O.O.O.O
HOMO energy ... -9.33 eV
Relative energy (zero: lowest compared OMol25 entry of this formula, charge and spin) ... 183.37 kJ/mol

Mulliken atomic charge list, values in e, 4 entries: -1.65 0.59 -1.07 -0.58


Entry 10:
Below is a 4-piece molecular cluster, C3H18N2O3 overall, with properties calculated with ωB97M-V/def2-TZVPD.

```
26
Properties=species:S:1:pos:R:3:forces:R:3
C -1.159 -1.019 0.316 -1.5 -1.7 0.7
C -0.802 -1.816 -0.919 0.7 -1.1 -0.2
C 0.772 -1.757 -1.128 -0.8 1.1 1.4
N 1.220 -0.571 -2.073 2.8 -0.3 1.2
N -1.265 0.439 0.022 -1.7 0.0 -0.4
H -0.435 -1.193 1.159 -0.2 0.6 -1.2
H -2.083 -1.403 0.841 0.5 0.7 -1.2
H -1.350 -1.668 -1.877 0.3 1.1 0.5
H -1.205 -2.869 -0.824 1.3 0.7 0.5
H 1.362 -1.588 -0.142 -1.2 -0.6 -1.8
H 0.975 -2.703 -1.573 1.1 -0.4 -0.6
H 0.417 0.008 -2.339 0.6 -0.3 -0.6
H 1.998 0.088 -1.612 -2.2 -1.4 -0.5
H 1.786 -1.007 -2.853 -1.3 0.8 0.3
H -0.395 0.822 0.366 -0.4 1.1 0.6
H -2.135 0.793 0.541 2.1 0.1 -0.7
H -1.359 0.815 -0.989 -0.1 -1.2 2.0
H -1.713 3.394 0.370 -4.7 5.6 0.0
H -0.206 3.157 0.812 -3.0 -0.4 -1.1
O -1.088 2.798 0.405 7.7 -4.0 1.2
H -0.727 -0.021 3.135 -2.3 -3.2 2.8
H 0.318 1.061 3.317 0.0 0.1 0.5
O -0.272 0.617 2.713 2.4 3.2 -3.3
H 2.027 0.571 1.119 0.9 0.9 0.2
H 2.981 1.837 0.760 0.6 0.2 0.8
O 2.337 1.214 0.455 -1.8 -1.4 -1.1
```
Positions in Å, forces in eV/Å.

Net charge ... +2
Gap between HOMO and LUMO ... 11.85 eV
HOMO energy ... -18.77 eV
Relative energy (zero: lowest compared OMol25 entry of this formula, charge and spin) ... 275.46 kJ/mol

Mulliken atomic charge list, values in e, 4 entries: -0.58 -0.98 -0.46 -0.34


Total energy (computed, eV): -21830.881 -13043.715 -13028.473 -13606.812 -29486.570 -13059.576 -13065.839 -13057.198 -13065.199 -12508.027